(1)
Entry from the OMol25 dataset: a molecular structure, C33H48N2O3PtSe3Te2 (ωB97M-V/def2-TZVPD).

```
92
Properties=species:S:1:pos:R:3
Pt 2.4778 0.5745 -1.3692
C -0.6218 -6.1560 -1.8947
C -1.0470 -5.4226 -0.6157
C -2.4875 -4.9176 -0.7784
C -1.0198 -6.4212 0.5419
C -0.1156 -4.2354 -0.3739
C -0.0334 -3.2171 -1.3042
C 0.8066 -2.1342 -1.0900
Se 0.6115 -0.6524 -2.2789
C -0.6477 0.3303 -1.2168
C -1.9831 -0.0298 -1.2830
C -2.9019 0.5362 -0.4161
C -2.4055 1.4542 0.5125
C -1.0732 1.8384 0.6038
C -0.1538 1.2737 -0.3137
O 1.1236 1.6396 -0.2911
C -0.5972 2.7936 1.7025
C -1.7565 3.2451 2.5914
C 0.0347 4.0560 1.0931
C 0.4239 2.0759 2.6030
C -4.3695 0.1145 -0.4782
C -4.9322 0.4158 -1.8737
C -5.2248 0.8503 0.5533
C -4.4771 -1.3924 -0.2040
C 1.6382 -2.0038 0.0363
O 2.4988 -1.0154 0.1754
C 1.4990 -3.0102 1.0344
C 0.6493 -4.0798 0.7854
C 2.2184 -2.8733 2.3804
C 3.7395 -2.9030 2.1894
C 1.8062 -1.5498 3.0438
C 1.8568 -4.0059 3.3458
H -1.2852 -7.0027 -2.0873
H 0.3988 -6.5321 -1.8019
H -0.6578 -5.4969 -2.7637
H -3.1684 -5.7555 -0.9472
H -2.5799 -4.2370 -1.6265
H -2.8128 -4.3828 0.1163
H -1.6917 -7.2525 0.3200
H -1.3527 -5.9652 1.4764
H -0.0202 -6.8326 0.6962
H -0.6374 -3.2413 -2.2053
H -2.2903 -0.7793 -2.0048
H -3.1012 1.8897 1.2146
H -2.5178 3.7881 2.0263
H -1.3703 3.9168 3.3602
H -2.2343 2.4040 3.0981
H -0.6879 4.5734 0.4558
H 0.9097 3.7984 0.5013
H 0.3384 4.7413 1.8888
H -0.0319 1.2014 3.0734
H 0.7594 2.7507 3.3951
H 1.2925 1.7481 2.0369
H -4.8723 1.4840 -2.0913
H -5.9793 0.1100 -1.9358
H -4.3814 -0.1160 -2.6510
H -5.2022 1.9312 0.3995
H -4.8973 0.6402 1.5733
H -6.2623 0.5227 0.4639
H -3.9198 -1.9758 -0.9386
H -5.5212 -1.7130 -0.2428
H -4.0786 -1.6333 0.7836
H 0.5663 -4.8402 1.5460
H 4.0590 -2.0790 1.5560
H 4.0522 -3.8459 1.7322
H 4.2407 -2.8109 3.1569
H 2.0689 -0.6957 2.4222
H 2.3066 -1.4481 4.0103
H 0.7273 -1.5326 3.2167
H 2.1564 -4.9837 2.9621
H 0.7869 -4.0307 3.5633
H 2.3821 -3.8460 4.2891
Se 4.1261 1.9712 -0.1467
Te 5.7265 0.4317 0.8260
Te 5.0343 -2.1500 -1.2252
Se 3.9886 -0.6578 -2.8086
N 2.2607 2.4151 -3.1300
C 2.3566 3.5453 -2.9012
N 2.4434 4.8415 -2.6566
C 1.2527 5.5363 -2.1422
C 1.4177 7.0158 -2.4280
O 2.6205 7.5084 -1.8647
C 3.7475 6.8603 -2.4261
C 3.7165 5.3708 -2.1470
H 1.1600 5.3686 -1.0669
H 0.3686 5.1380 -2.6407
H 0.6021 7.5774 -1.9760
H 1.4130 7.1898 -3.5117
H 4.6301 7.3075 -1.9723
H 3.7770 7.0333 -3.5094
H 3.7933 5.1843 -1.0703
H 4.5373 4.8630 -2.6513
```

Values from the calculation:
spin multiplicity	5
lowest unoccupied orbital energy (alpha / beta)	-0.0117 / -0.0798	Eh
E	-9481.131093	Ha
⟨S²⟩	6.023
molar mass	1207.9	g/mol

***

(2)
Entry from the OMol25 dataset: 9 unconnected molecules or ions with the total composition C64H144N9O3 at a distorted geometry (ωB97M-V/def2-TZVPD).

```
220
Properties=species:S:1:pos:R:3
N 18.7393 33.0144 -28.5611
O 18.3450 32.5575 -29.6673
O 18.3016 33.9935 -28.0455
O 19.4937 32.3265 -27.9021
C 15.2536 26.2419 -22.4547
C 16.6510 26.5371 -23.0763
C 17.8719 25.9513 -22.3242
N 19.2941 26.1625 -22.8805
C 19.4555 27.5616 -23.4755
C 19.5995 25.0529 -23.9525
C 20.1118 23.8394 -23.1787
C 20.4029 24.3267 -21.7652
C 20.4163 25.8748 -21.8553
H 15.0838 25.2115 -22.1425
H 14.4365 26.4815 -23.1352
H 15.0475 26.7639 -21.5202
H 16.8233 27.6111 -23.1463
H 16.7322 26.3070 -24.1386
H 17.8066 24.8806 -22.1307
H 17.8195 26.5061 -21.3875
H 18.9092 27.5018 -24.4168
H 20.5013 27.7467 -23.7211
H 19.0021 28.3519 -22.8772
H 20.3440 25.4227 -24.6575
H 18.6984 24.8314 -24.5243
H 20.8936 23.1823 -23.5596
H 19.2431 23.1888 -23.0781
H 21.3832 23.9140 -21.5271
H 19.6829 24.0079 -21.0115
H 21.3656 26.1354 -22.3233
H 20.2964 26.3563 -20.8849
C 20.8183 37.3460 -38.5284
C 20.1964 36.5421 -37.4241
C 18.5977 36.4201 -37.5816
N 17.9978 35.6209 -36.3874
C 18.5426 34.1961 -36.2081
C 18.1312 36.4432 -35.0415
C 16.7852 36.9313 -34.6231
C 15.7853 36.0099 -35.2293
C 16.4679 35.6058 -36.5805
H 20.4451 37.0609 -39.5121
H 21.8758 37.0934 -38.6059
H 20.7929 38.4155 -38.3198
H 20.4924 37.1422 -36.5637
H 20.6541 35.5723 -37.2291
H 18.4458 35.7206 -38.4037
H 18.0368 37.3305 -37.7929
H 18.2441 33.5222 -37.0112
H 17.9909 33.8227 -35.3454
H 19.6115 34.2379 -35.9988
H 18.5270 35.8428 -34.2224
H 18.8894 37.2035 -35.2289
H 16.6261 37.0523 -33.5515
H 16.5756 37.8923 -35.0928
H 15.6779 35.2467 -34.4586
H 14.7368 36.2853 -35.3430
H 16.0583 34.6353 -36.8606
H 16.1898 36.3871 -37.2879
C 23.3337 39.8610 -26.8381
C 22.0561 40.4639 -27.3891
C 20.9222 40.0839 -26.4682
N 19.6595 40.8866 -26.7520
C 19.0868 40.4480 -28.1775
C 19.8094 42.3827 -26.5721
C 18.4376 42.9394 -26.2362
C 17.6296 41.8499 -25.6113
C 18.4703 40.5882 -25.7489
H 23.2800 38.8010 -26.5899
H 23.6783 40.4804 -26.0100
H 24.0921 39.9793 -27.6121
H 21.8699 40.0662 -28.3867
H 22.0901 41.5533 -27.3812
H 21.2241 40.5147 -25.5136
H 20.6166 39.0394 -26.5288
H 18.1150 40.9198 -28.3231
H 19.0192 39.3743 -28.3525
H 19.7411 40.9508 -28.8897
H 20.2947 42.6917 -27.4979
H 20.5112 42.5833 -25.7625
H 18.0127 43.3865 -27.1349
H 18.4426 43.8895 -25.7019
H 16.6498 41.7075 -26.0673
H 17.4750 42.1760 -24.5828
H 18.0137 39.6278 -25.9884
H 18.8748 40.4929 -24.7412
C 21.0770 37.4370 -18.0090
C 21.7868 36.8320 -19.2716
C 22.2482 35.3656 -19.2699
N 22.7323 34.8994 -20.7071
C 21.6190 35.0725 -21.8012
C 23.2565 33.4364 -20.5460
C 24.3310 33.2496 -21.6074
C 24.7907 34.7068 -21.9408
C 24.0324 35.6145 -21.0924
H 21.2172 38.5144 -17.9213
H 21.5591 37.0458 -17.1131
H 20.0059 37.2346 -18.0109
H 22.7178 37.3562 -19.4872
H 21.1581 37.0750 -20.1282
H 21.4181 34.6754 -19.1194
H 23.0211 35.2302 -18.5133
H 21.2700 36.0839 -22.0096
H 20.8197 34.4112 -21.4666
H 22.1210 34.6787 -22.6849
H 22.4978 32.6589 -20.4567
H 23.8689 33.4718 -19.6450
H 23.6950 32.7831 -22.3597
H 25.1510 32.5947 -21.3126
H 24.7885 34.8405 -23.0226
H 25.8459 34.8786 -21.7284
H 23.7290 36.4918 -21.6637
H 24.5365 35.8341 -20.1512
C 24.8987 35.6001 -31.9298
C 26.0819 35.6032 -32.8571
C 27.0131 36.7880 -32.5227
N 28.2045 36.9951 -33.4875
C 29.0144 35.6736 -33.4454
C 27.5764 37.3865 -34.8078
C 28.1106 38.7586 -35.2173
C 29.2903 38.9910 -34.3555
C 28.9495 38.3187 -33.0291
H 24.3595 34.6537 -31.9712
H 24.2137 36.3998 -32.2113
H 25.1282 35.7778 -30.8791
H 25.7642 35.6502 -33.8987
H 26.7186 34.7194 -32.8173
H 27.4249 36.5974 -31.5317
H 26.3727 37.6686 -32.4721
H 28.4106 34.9526 -33.9964
H 29.0942 35.2492 -32.4446
H 29.9736 35.8180 -33.9426
H 27.9901 36.7087 -35.5544
H 26.4875 37.3813 -34.7588
H 28.3867 38.8115 -36.2704
H 27.4072 39.5769 -35.0630
H 30.1481 38.5664 -34.8770
H 29.5617 40.0329 -34.1853
H 29.9120 38.1791 -32.5368
H 28.2853 38.8205 -32.3255
C 14.3348 25.6171 -30.1441
C 12.8058 25.2971 -30.0998
C 12.3824 23.7842 -30.4844
N 10.8377 23.4820 -30.5258
C 10.1053 23.9169 -29.2122
C 10.6150 21.9569 -30.8752
C 10.8098 21.9194 -32.4112
C 10.3972 23.3063 -32.9756
C 10.0015 24.0826 -31.7244
H 14.4015 26.6636 -29.8463
H 14.6378 25.4663 -31.1802
H 14.9248 24.9777 -29.4876
H 12.3571 25.9644 -30.8356
H 12.3624 25.5360 -29.1331
H 12.7145 23.2094 -29.6199
H 12.8010 23.3616 -31.3978
H 10.5196 23.5057 -28.2917
H 9.0194 23.8230 -29.2203
H 10.3240 24.9845 -29.1899
H 9.6485 21.6141 -30.5057
H 11.2786 21.4184 -30.1986
H 10.2075 21.0473 -32.6655
H 11.7648 21.6061 -32.8329
H 9.5371 23.2484 -33.6427
H 11.2096 23.8800 -33.4216
H 8.9532 24.1917 -31.4464
H 10.2282 25.1480 -31.7660
C 9.3810 32.7351 -22.5102
C 9.9811 33.3058 -23.8424
C 10.9221 32.3898 -24.5706
N 11.5443 33.1130 -25.8072
C 12.3870 34.3518 -25.3517
C 10.4062 33.4991 -26.8151
C 10.8282 33.0017 -28.2436
C 12.3028 32.5694 -28.0182
C 12.4281 32.1305 -26.5898
H 10.1932 32.5580 -21.8052
H 8.9431 31.7652 -22.7459
H 8.6323 33.3661 -22.0311
H 10.4167 34.2782 -23.6124
H 9.2042 33.6187 -24.5400
H 10.3963 31.5709 -25.0617
H 11.6816 31.9558 -23.9204
H 13.0711 33.9485 -24.6051
H 11.7660 35.1913 -25.0392
H 12.9777 34.8052 -26.1477
H 10.2326 34.5751 -26.8074
H 9.5169 32.9074 -26.5977
H 10.7468 33.7476 -29.0343
H 10.4044 32.0359 -28.5188
H 12.8733 33.4521 -28.3074
H 12.6826 31.8073 -28.6987
H 13.4821 32.2716 -26.3503
H 12.1677 31.1244 -26.2610
C 21.3729 26.7293 -33.3988
C 21.2283 25.7494 -34.6178
C 20.7054 26.4541 -35.9273
N 20.7627 25.6274 -37.2370
C 19.9862 26.3975 -38.3361
C 22.1893 25.3347 -37.6725
C 22.4329 23.7420 -37.7227
C 21.2817 23.2824 -36.8253
C 20.1394 24.2572 -36.9674
H 20.3911 27.1916 -33.2966
H 22.0231 27.5083 -33.7970
H 21.7890 26.4047 -32.4451
H 20.4299 25.0204 -34.4792
H 22.1116 25.1268 -34.7604
H 21.3438 27.2982 -36.1880
H 19.6967 26.8095 -35.7167
H 20.5587 27.3081 -38.5124
H 19.0465 26.7041 -37.8767
H 19.7439 25.8327 -39.2363
H 22.3400 25.7488 -38.6694
H 22.8872 25.8278 -36.9958
H 22.4467 23.4050 -38.7592
H 23.3744 23.4901 -37.2348
H 20.8989 22.3041 -37.1158
H 21.5772 23.3219 -35.7769
H 19.5316 23.9854 -37.8304
H 19.4702 24.2760 -36.1072
```

Values from the calculation:
spin multiplicity	1
net charge	+7
lowest unoccupied orbital energy	-0.3384	Eh
E	-3240.604048	Ha
molar mass	1087.9	g/mol

***

(3)
Entry from the OMol25 dataset: a molecular structure, C6H5BiCl2LaNO3 at a distorted geometry (ωB97M-V/def2-TZVPD).

```
19
Properties=species:S:1:pos:R:3
La -0.7743 -3.0311 -3.8018
Bi -0.6089 -0.9088 0.7455
Cl -1.9410 -3.5001 -1.6003
Cl -0.2471 -0.7805 -1.9481
C 1.6089 -0.6729 0.4379
C -2.5756 -4.5984 -4.0659
C -0.6161 -4.9441 -5.6091
O 2.3598 -0.3468 -0.3899
O -3.2261 -5.5329 -4.3292
O -0.7306 -5.8456 -6.3478
C 1.4670 3.5667 3.7957
C 0.3286 3.5939 2.7265
C 0.1067 2.4325 1.8876
N -0.1950 1.6299 1.1219
H 1.2500 2.8079 4.5650
H 1.4621 4.5955 4.2268
H 2.4485 3.3301 3.3326
H -0.6077 3.7938 3.2546
H 0.4909 4.4108 1.9979
```

Values from the calculation:
spin multiplicity	1
net charge	+4
lowest unoccupied orbital energy	-0.6292	Eh
E	-1676.941048	Ha
molar mass	557.9	g/mol

***

(4)
Entry from the OMol25 dataset: a molecular structure, C6H12N2 at a distorted geometry (ωB97M-V/def2-TZVPD).

```
20
Properties=species:S:1:pos:R:3
C 2.0857 -1.8042 1.2462
C 1.4601 1.3355 -0.5327
C -3.0048 0.1341 -0.5592
N 1.3821 -0.5998 1.6384
C 0.6448 0.3652 0.1887
C -1.5963 0.5582 -0.8783
C -0.4217 -0.2546 0.4401
N -1.2611 1.2352 -1.8890
H 2.0194 0.0960 2.0244
H -2.0558 1.5688 -2.4524
H -0.9938 -1.0193 0.9225
H 2.7679 -1.6621 0.3933
H 1.3612 -2.5753 0.9651
H 2.6892 -2.1955 2.0771
H 0.8806 1.7568 -1.3618
H 1.7711 2.1519 0.1241
H 2.3555 0.8485 -0.9297
H -3.0924 -0.9522 -0.6494
H -3.7325 0.6006 -1.2343
H -3.2590 0.4121 0.4669
```

Values from the calculation:
spin multiplicity	1
lowest unoccupied orbital energy	0.0380	Eh
E	-345.132822	Ha
molar mass	112.2	g/mol

***

(5)
Entry from the OMol25 dataset: a molecular structure, C11H17IrNO at a distorted geometry (ωB97M-V/def2-TZVPD).

```
31
Properties=species:S:1:pos:R:3
C 0.5102 2.5192 1.0377
C 0.2359 1.5219 2.0180
C -0.9434 0.8454 1.6708
C -1.4711 1.4130 0.4595
C -0.5897 2.5061 0.0741
Ir 0.3311 0.8681 -0.7660
C 2.5320 -0.5689 0.6698
C 3.7521 -0.2670 0.0962
C 4.1403 0.7895 -0.5634
N -0.4805 1.0720 -2.2461
H -1.3941 0.0095 2.2190
H 0.8434 1.3291 2.9000
H -2.4022 1.1463 -0.0587
H -0.7666 3.1958 -0.7458
H 1.3023 3.2545 1.0513
H 2.3905 -0.1622 1.6243
H 1.5325 2.1104 -0.9886
H 2.0482 -1.5483 0.4928
H 4.9452 1.4079 -0.1097
H 3.6237 1.2282 -1.4587
C -1.9441 -1.5643 -1.8473
C -1.6647 -1.5666 -0.3631
C -1.9023 -2.9510 0.2707
O -0.3144 -1.1047 -0.1885
H -1.2219 -2.2384 -2.3244
H -1.8003 -0.5551 -2.2539
H -2.9606 -1.8894 -2.0799
H -2.4054 -0.9000 0.1387
H -1.2261 -3.6903 -0.1680
H -1.7634 -2.9272 1.3562
H -2.9364 -3.2834 0.0830
```

Values from the calculation:
spin multiplicity	5
net charge	-1
lowest unoccupied orbital energy (alpha / beta)	0.1092 / 0.0859	Eh
E	-663.271792	Ha
⟨S²⟩	6.060
molar mass	371.5	g/mol

***

(6)
Entry from the OMol25 dataset: a molecular structure, C26H44BN2O4P2Sc at a distorted geometry (ωB97M-V/def2-TZVPD).

```
80
Properties=species:S:1:pos:R:3
Sc -1.5822 -0.9851 1.3737
C 2.3369 1.0898 3.7002
C 2.4679 0.2346 2.4398
C 3.8991 -0.2975 2.3279
C 2.2267 1.1456 1.2315
P 1.1321 -1.0827 2.4003
C 1.8269 -2.2780 1.1877
N 1.3608 -1.9146 -0.1269
B 0.0346 -1.4380 -0.3071
N -0.0586 -1.0791 -1.6939
C -1.1656 -0.4257 -2.3532
P -0.9767 1.3885 -2.6850
C -2.0341 1.4945 -4.2363
C -3.3370 0.6811 -4.2399
C -1.1644 0.9658 -5.3861
C -2.3675 2.9600 -4.5384
C -1.8825 2.2885 -1.2928
C -1.1983 1.8788 0.0238
C -3.3843 2.0737 -1.1084
C -1.5979 3.7896 -1.4847
C 1.2113 -1.2077 -2.2664
C 1.6601 -0.9674 -3.5525
C 2.9957 -1.2195 -3.8472
C 3.8640 -1.7187 -2.8831
C 3.4198 -1.9845 -1.5922
C 2.0965 -1.7110 -1.2910
C 1.0818 -2.0549 3.9945
C 0.3346 -1.2305 5.0539
C 0.2171 -3.3000 3.7277
C 2.4360 -2.4997 4.5439
H 2.9534 1.9833 3.5828
H 2.6848 0.5684 4.5893
H 1.3108 1.4153 3.8745
H 4.5948 0.5224 2.5124
H 4.1070 -0.6673 1.3263
H 4.1264 -1.0858 3.0412
H 3.0158 1.8980 1.1938
H 1.2809 1.6670 1.3318
H 2.2363 0.6037 0.2816
H 1.4012 -3.2517 1.4584
H 2.9075 -2.4094 1.2241
H -2.0715 -0.6547 -1.7746
H -1.3320 -0.8921 -3.3304
H -3.1533 -0.3917 -4.2803
H -3.9133 0.9319 -5.1346
H -3.9738 0.8758 -3.3834
H -0.9920 -0.1104 -5.3088
H -0.1967 1.4661 -5.4380
H -1.6927 1.1326 -6.3263
H -3.1773 3.3354 -3.9154
H -2.6983 3.0352 -5.5765
H -1.5073 3.6182 -4.4140
H -1.7114 1.0096 0.4767
H -1.3334 2.6529 0.7821
H -0.1428 1.6496 -0.0698
H -3.6510 1.0182 -1.0438
H -3.9622 2.5279 -1.9104
H -3.7100 2.5428 -0.1762
H -0.5681 3.9737 -1.7890
H -1.7667 4.3101 -0.5401
H -2.2521 4.2417 -2.2246
H 0.9979 -0.5884 -4.3168
H 3.3614 -1.0302 -4.8463
H 4.8952 -1.9148 -3.1414
H 4.0882 -2.4016 -0.8526
H -0.6325 -0.8830 4.6852
H 0.9012 -0.3667 5.3921
H 0.1501 -1.8638 5.9224
H -0.7025 -3.0530 3.1787
H -0.1026 -3.7150 4.6841
H 0.7425 -4.0861 3.1900
H 3.0295 -1.6567 4.8948
H 3.0252 -3.0464 3.8060
H 2.2842 -3.1659 5.3956
O -5.4470 -0.3717 1.9537
C -4.2638 -0.5049 2.0242
O -3.4700 -0.9108 1.0035
C -3.4401 -0.2345 3.3405
O -3.9686 0.0120 4.3844
O -2.1141 -0.3309 3.1431
```

Values from the calculation:
spin multiplicity	1
lowest unoccupied orbital energy	-0.0150	Eh
E	-2896.017903	Ha
molar mass	566.4	g/mol

***

Which of these has the highest molar mass? C33H48N2O3PtSe3Te2

***

The lowest E belongs to which entry? C33H48N2O3PtSe3Te2